Record 1
Entry from the Open Molecules 2025 dataset: a single C6H7P molecule at a distorted geometry (the ωB97M-V functional and the def2-TZVPD basis).

```
14
Properties=species:S:1:pos:R:3:forces:R:3
C -2.7280 0.1087 -0.1721 0.3 -1.5 -0.5
C -1.3868 0.2106 0.0998 -1.5 0.7 -0.4
C 1.8924 -1.2965 -0.0134 1.1 0.5 0.6
C 0.6195 -1.0348 0.1819 -1.5 -1.2 -1.3
C -0.0295 0.2529 0.1337 -1.2 0.6 0.6
C 0.9076 1.4506 0.2505 -1.6 0.8 -1.8
P -4.6694 -0.1001 0.0442 3.0 0.6 0.6
H -2.8898 -0.4139 -1.1664 0.7 0.9 0.1
H 2.3976 -2.2289 0.1292 -0.4 -0.7 -0.4
H 2.5670 -0.4920 -0.1895 0.6 0.7 0.2
H -0.1232 -1.8021 -0.0015 0.1 -0.7 1.0
H 0.3321 2.3757 0.2991 0.0 0.0 0.3
H 1.5159 1.5804 -0.6514 -0.1 -0.3 0.0
H 1.5947 1.3895 1.0558 0.3 -0.3 1.0
```
Forces are in eV/Å.

- DFT total energy: -15617.8382 eV
- 2S+1: 1


Record 2
Entry from the Open Molecules 2025 dataset: 2 unconnected molecules or ions with the total composition C6H7PS at a distorted geometry (the ωB97M-V functional and the def2-TZVPD basis).

```
15
Properties=species:S:1:pos:R:3:forces:R:3
C -2.0824 0.5662 0.0465 -0.4 0.6 -0.7
C -1.4838 0.3803 -1.1874 0.1 0.1 1.5
C -1.4871 0.2501 1.2383 1.8 -1.3 -2.9
C -0.2312 -0.1138 -1.2291 -0.9 -0.2 2.5
C -0.2981 -0.4681 1.2028 -0.5 0.3 0.5
C 0.3202 -0.5924 -0.0464 1.4 -1.2 1.0
P 1.7572 -1.6553 -0.0217 1.4 1.0 -1.4
S 4.1677 1.0989 0.0209 -0.3 -0.3 0.2
H -3.0263 1.0183 -0.0790 -1.2 0.5 0.8
H -2.0049 0.6440 -2.0469 -0.8 0.5 -1.4
H -1.8830 0.3906 2.1381 -2.1 0.8 3.4
H 0.2273 -0.2106 -2.1175 1.9 -0.5 -2.9
H 0.0425 -0.9023 2.1913 0.1 0.5 -1.6
H 3.5347 0.6103 1.1078 0.1 0.1 -0.1
H 2.4473 -1.0160 -1.2176 -0.8 -0.9 1.1
```
Forces are in eV/Å.

- DFT total energy: -26455.9032 eV
- 2S+1: 1


Record 3
Entry from the Open Molecules 2025 dataset: a molecular structure, C6H8 (the ωB97M-V functional and the def2-TZVPD basis).

```
14
Properties=species:S:1:pos:R:3:forces:R:3
C -0.2859 0.8185 -1.2239 0.1 0.0 -0.1
C -0.5745 0.9459 0.2360 0.0 0.2 0.1
C -0.9129 -0.3300 -0.4987 -0.1 -0.2 0.0
C 0.0932 -1.1607 0.3415 -0.1 -0.4 -0.1
C 1.7418 -0.2722 0.7685 0.0 0.5 0.1
C 0.4381 0.1916 1.1301 0.3 0.1 0.3
H 0.7271 0.7531 -1.6125 -0.1 0.0 0.1
H -0.9623 1.3778 -1.8671 0.1 -0.2 0.2
H -1.2524 1.6980 0.6263 0.1 -0.2 -0.1
H -1.8975 -0.7036 -0.7661 0.2 0.0 0.1
H -0.3221 -1.9276 0.9925 0.0 0.3 0.1
H 0.9914 -1.6268 -0.1029 -0.4 -0.3 -0.6
H 1.9855 0.0670 -0.2574 0.0 0.0 0.2
H 0.1738 0.1515 2.1890 0.0 0.0 -0.2
```
Forces are in eV/Å.

- DFT total energy: -6346.0363 eV
- 2S+1: 1


Record 4
Entry from the Open Molecules 2025 dataset: a single C6H8 molecule at a distorted geometry (the ωB97M-V functional and the def2-TZVPD basis).

```
14
Properties=species:S:1:pos:R:3:forces:R:3
C 1.2497 -0.2910 0.6793 0.0 -0.2 0.0
C 0.3069 -1.2224 0.5202 0.1 0.1 0.3
C -0.8166 -0.7997 -0.3326 -0.3 -0.2 0.9
C -1.4166 0.5189 -0.0050 -0.4 -0.1 0.2
C -0.2713 0.7927 -0.9303 0.1 -1.3 0.0
C 1.0545 0.9470 -0.1712 0.0 -0.2 -0.1
H 2.0797 -0.3879 1.3719 -0.1 0.0 -0.1
H 0.3124 -2.1997 0.9879 0.0 0.1 0.1
H -1.4619 -1.5259 -0.8349 0.5 0.3 -0.3
H -1.2894 0.7458 1.0513 0.1 0.4 -0.2
H -2.4111 0.7275 -0.3871 0.0 -0.1 0.1
H -0.2594 -0.2556 -1.5514 0.2 1.6 -0.7
H 1.0240 1.8556 0.4577 -0.2 -0.3 -0.2
H 1.8990 1.0947 -0.8558 -0.1 -0.1 0.1
```
Forces are in eV/Å.

- SMILES string: C1=C[C@H]2C[C@H]2C1
- DFT total energy: -6347.8122 eV
- 2S+1: 1


Record 5
Entry from the Open Molecules 2025 dataset: a single C6H8 molecule at a distorted geometry (the ωB97M-V functional and the def2-TZVPD basis).

```
14
Properties=species:S:1:pos:R:3:forces:R:3
C -2.5474 -1.0765 -0.1911 0.5 -0.5 1.0
C -1.4720 -1.1460 0.6163 -0.6 -0.3 0.4
C -0.3648 -0.1651 0.6179 -0.3 -0.7 -2.9
C 0.4514 0.0403 -0.4607 -0.9 3.3 6.3
C 1.4030 1.1724 -0.1943 -4.0 1.2 -0.1
C 2.6614 1.0275 -0.3947 2.4 0.8 0.8
H -3.4858 -1.6294 -0.1344 0.6 -0.4 0.3
H -2.5810 -0.3508 -0.9637 0.2 0.8 -0.5
H -1.3276 -1.8472 1.4662 -0.8 0.2 -0.7
H -0.4025 0.4416 1.5132 0.8 0.1 0.1
H 0.3107 -0.3886 -1.3484 -0.2 -2.1 -3.3
H 0.8306 2.1235 0.2070 1.8 -1.8 -0.6
H 3.0967 0.1359 -0.7116 0.2 -1.7 -0.8
H 3.4273 1.6626 -0.0218 0.3 1.2 0.0
```
Forces are in eV/Å.

- SMILES string: C=C/C=C/C=C
- DFT total energy: -6348.6072 eV
- 2S+1: 1


Record 6
Entry from the Open Molecules 2025 dataset: a single C6H8 molecule at a distorted geometry (the ωB97M-V functional and the def2-TZVPD basis).

```
14
Properties=species:S:1:pos:R:3:forces:R:3
C -2.9392 -0.4323 -0.0965 -0.5 1.0 0.2
C -1.8300 0.3116 0.2013 -2.3 -0.3 0.8
C -0.4912 -0.1436 -0.1286 2.0 0.2 1.0
C 0.5731 0.6889 -0.0421 0.3 0.1 -0.5
C 2.0128 0.4009 -0.2079 1.1 -1.3 1.0
C 2.6828 -0.7218 0.1893 0.0 2.0 -1.0
H -3.0543 -1.3778 -0.7240 0.8 1.4 1.0
H -3.9121 -0.0029 0.2595 0.9 -0.6 -0.4
H -2.0105 1.2697 0.8896 0.7 -2.1 -1.8
H -0.2611 -1.2320 -0.2098 -0.6 0.9 -0.4
H 0.4407 1.7628 0.0752 -0.6 -0.1 0.1
H 2.6966 1.2376 -0.5027 -1.0 -0.7 -0.2
H 2.3022 -1.5398 0.7586 -0.6 -0.4 0.0
H 3.7484 -0.7406 -0.0396 -0.2 -0.1 0.3
```
Forces are in eV/Å.

- SMILES string: C=C/C=C/C=C
- DFT total energy: -6349.1376 eV
- 2S+1: 1